# 1
{
  "formula": "CH2N2O2",
  "method": "ωB97M-V/def2-TZVPD",
  "species": ["O", "C", "N", "O", "N", "H", "H"],
  "xyz": [[-1.84214, -0.07169, -0.03145], [-0.66883, -0.07958, -0.03812], [0.22949, 1.02689, 0.06990], [1.28215, 0.03316, -0.06751], [0.38310, -1.04188, -0.11581], [0.24862, 1.76124, -0.54838], [0.36761, -1.62815, 0.73137]],
  "atomic_forces_ev_per_a": [[-1.280, -0.727, -0.040], [0.092, 1.532, -0.182], [-0.249, -4.287, 2.405], [2.499, 0.990, 0.157], [-1.841, 0.325, 0.053], [0.220, 1.808, -2.213], [0.560, 0.358, -0.179]],
  "mulliken_charge": [-0.49, 0.48, -0.15, -0.18, -0.18, 0.24, 0.28],
  "gap_ev": 10.6,
  "multiplicity": 1,
  "total_charge": 0,
  "e_above_lowest_kcal_mol": 106.5,
  "smiles": "O=c1[nH]o[nH]1"
}


# 2
{
  "formula": "C27H50OP2Sn",
  "method": "ωB97M-V/def2-TZVPD",
  "species": ["Sn", "C", "C", "C", "C", "C", "C", "H", "H", "H", "C", "H", "H", "H", "C", "H", "H", "H", "C", "H", "H", "H", "C", "H", "H", "H", "C", "C", "C", "C", "C", "C", "C", "C", "H", "H", "H", "H", "H", "H", "H", "H", "H", "H", "H", "H", "P", "C", "C", "P", "C", "C", "C", "H", "H", "H", "H", "H", "H", "H", "H", "H", "H", "H", "H", "H", "H", "C", "C", "C", "C", "O", "H", "H", "H", "H", "H", "H", "H", "H", "H"],
  "xyz": [[0.24508, 0.01947, 0.34219], [-0.78667, -2.79349, 3.06571], [0.50856, -3.12379, 2.58001], [0.76668, -1.56340, 4.25148], [-0.63491, -1.83434, 4.10157], [1.47678, -2.36530, 3.30475], [-2.06513, -3.36475, 2.61250], [-1.99147, -3.71405, 1.57807], [-2.86888, -2.62007, 2.68025], [-2.35908, -4.22631, 3.23039], [-1.70441, -1.21983, 4.91734], [-2.67954, -1.63168, 4.62405], [-1.73288, -0.12745, 4.77125], [-1.56194, -1.40776, 5.99300], [1.35657, -0.62885, 5.23196], [1.21956, -0.98156, 6.27332], [0.88653, 0.37197, 5.15380], [2.44034, -0.52300, 5.05048], [2.93642, -2.41066, 3.14867], [3.40091, -3.06859, 3.90045], [3.36867, -1.41055, 3.26838], [3.20356, -2.80421, 2.15689], [0.81777, -4.12558, 1.53353], [1.04615, -5.10465, 1.98406], [1.69529, -3.82321, 0.94674], [-0.03545, -4.26363, 0.85979], [-1.43090, 1.17863, -4.01794], [-1.74994, -0.14635, -3.95981], [-1.10284, -1.17335, -4.87081], [0.39193, -1.01299, -5.25415], [1.24025, -0.58356, -4.10899], [1.64291, 0.71410, -3.88501], [0.98639, 1.88665, -4.57654], [-0.52080, 1.77427, -5.02120], [-1.71008, -1.24138, -5.77981], [0.51428, -0.36601, -6.13454], [-1.18164, -2.16101, -4.39491], [-0.60006, 1.25924, -5.98776], [-1.83489, 1.91142, -3.29408], [-2.72935, -0.47648, -3.58075], [-0.86458, 2.80697, -5.19897], [1.03525, 2.74994, -3.90356], [2.61985, 0.96472, -3.45152], [1.57748, 2.14735, -5.46072], [0.74508, -2.01100, -5.56186], [1.62773, -1.41786, -3.51332], [-1.66430, 0.21331, -1.33735], [-3.31661, 0.92387, -1.38180], [-1.53013, -1.61118, -1.59821], [1.85124, 0.86125, -1.45263], [-0.01248, 1.11263, -1.84261], [2.80444, -0.70286, -1.56423], [2.63344, 2.41397, -0.89939], [-3.35402, 1.69781, -0.59970], [-4.04516, 0.12975, -1.12911], [-3.58698, 1.35437, -2.35381], [-1.01035, -1.94984, -2.51610], [-2.55818, -2.01415, -1.61038], [-1.02016, -2.06440, -0.72136], [2.61671, 3.12753, -1.73166], [3.68506, 2.23627, -0.62934], [2.10921, 2.83148, -0.02511], [-0.21040, 2.16944, -2.09172], [-0.01635, 0.49823, -2.75241], [3.44756, -0.84322, -0.68018], [3.45390, -0.69914, -2.46445], [2.14272, -1.57727, -1.63582], [-0.16776, 2.51736, 3.74955], [-0.39953, 2.79489, 2.26506], [-1.90646, 2.89759, 1.99777], [0.23843, 4.15540, 1.98800], [0.19868, 1.80246, 1.41674], [0.89937, 2.47033, 3.97611], [-0.64570, 1.58398, 4.07683], [-0.59918, 3.34508, 4.34133], [-2.34632, 3.72471, 2.57588], [-2.09176, 3.06813, 0.93079], [-2.40356, 1.95765, 2.29700], [1.30811, 4.14568, 2.24741], [0.14013, 4.45411, 0.93546], [-0.24819, 4.91674, 2.61503]],
  "atomic_forces_ev_per_a": [[-0.171, 0.459, 4.487], [0.094, 0.171, 0.329], [0.345, -0.029, 0.008], [0.224, -0.164, -0.102], [0.095, 0.008, 0.095], [-0.743, 0.169, 0.419], [-0.371, -0.034, -0.298], [-0.106, 0.010, 0.169], [0.154, -0.246, -0.029], [0.067, 0.153, -0.086], [-0.484, -0.091, -0.136], [0.232, 0.228, 0.233], [0.043, -0.306, 0.104], [0.050, 0.074, -0.291], [0.450, 0.324, 0.075], [-0.023, 0.111, -0.446], [0.196, -0.516, 0.097], [-0.507, 0.042, 0.221], [0.431, -0.096, -0.442], [-0.129, 0.159, -0.132], [-0.004, -0.226, -0.011], [0.047, 0.135, 0.356], [-0.027, 0.034, -0.241], [-0.051, 0.217, -0.039], [-0.221, -0.122, 0.150], [0.228, -0.041, 0.125], [-1.058, -1.146, -0.200], [-0.837, 1.515, -2.076], [-0.132, -0.391, -0.086], [-0.899, -0.032, -0.213], [1.418, 1.247, 0.102], [0.583, -1.626, -2.765], [-0.359, 0.206, -0.191], [1.105, 0.367, -0.351], [0.038, -0.092, -0.011], [0.044, -0.188, 0.448], [-0.230, 0.186, -0.154], [-0.015, 0.153, 0.402], [-0.299, -0.553, -0.775], [0.644, 0.223, 0.280], [0.169, -0.348, -0.001], [0.247, 0.001, -0.068], [-0.424, -0.268, -0.616], [0.015, 0.103, 0.101], [-0.095, 0.375, 0.050], [0.179, 0.479, -0.470], [1.575, -1.073, 2.678], [-0.445, 0.629, -0.031], [0.053, -0.356, -0.165], [-1.664, 0.484, 2.762], [-0.359, -0.611, -2.300], [0.661, -0.080, -0.426], [0.256, 0.098, -0.068], [-0.133, -0.250, -0.309], [0.534, 0.277, -0.025], [0.028, -0.133, 0.238], [-0.338, 0.333, 0.610], [0.316, 0.216, -0.146], [-0.290, 0.230, -0.460], [0.033, -0.060, 0.168], [-0.335, -0.098, -0.083], [0.011, -0.303, -0.285], [0.190, -0.535, 0.352], [0.227, 1.002, 0.129], [-0.399, 0.323, -0.154], [-0.333, 0.022, 0.452], [0.090, 0.419, 0.199], [-0.204, -0.071, 0.212], [-0.275, -0.003, -0.304], [-0.037, -0.351, 0.166], [0.297, 0.188, -0.162], [0.370, -0.435, -0.286], [-0.010, -0.030, -0.065], [0.056, 0.163, -0.157], [0.170, -0.413, -0.185], [0.073, -0.291, -0.236], [0.036, 0.059, 0.139], [0.090, 0.298, -0.127], [-0.275, -0.037, -0.098], [-0.058, -0.104, 0.201], [0.175, -0.137, -0.255]],
  "mulliken_charge": [0.10, 0.45, 1.10, 0.61, 0.50, 0.42, -1.76, 0.38, 0.47, 0.35, -1.18, 0.41, 0.10, 0.35, -1.15, 0.36, 0.14, 0.38, -1.56, 0.32, 0.44, 0.35, -1.48, 0.38, 0.34, 0.32, 0.12, -0.64, -0.96, -1.03, 0.27, -1.33, -0.76, -1.58, 0.39, 0.30, 0.44, 0.31, 0.58, 0.75, 0.49, 0.28, 1.15, 0.50, 0.46, 0.33, 0.96, -1.11, -0.87, 0.66, 1.00, -1.37, -0.80, 0.26, 0.40, 0.47, 0.07, 0.53, -0.09, 0.40, 0.41, -0.04, 0.74, -1.89, 0.41, 0.44, 0.40, -0.99, 1.49, -1.43, -1.80, -0.16, 0.44, -0.32, 0.40, 0.47, 0.23, 0.27, 0.40, 0.34, 0.46],
  "gap_ev": [4.1, 4.1],
  "multiplicity": 1,
  "total_charge": 2,
  "e_above_lowest_kcal_mol": 137.3
}


# 3
{
  "formula": "BH2NO5",
  "method": "ωB97M-V/def2-TZVPD",
  "species": ["B", "N", "O", "O", "O", "O", "O", "H", "H"],
  "xyz": [[-0.59013, -0.06724, -0.05282], [-2.32128, -1.19952, -0.51094], [-3.42091, -1.60478, -0.56799], [-1.94307, -0.37878, 0.50133], [-0.49673, 0.91651, -0.98753], [0.51739, -0.59212, 0.47133], [-1.44968, -1.38985, -1.31277], [0.31550, 0.94197, -1.37673], [0.68169, -0.67472, 1.46953]],
  "atomic_forces_ev_per_a": [[-0.309, 0.735, -0.434], [-1.141, 0.378, 0.353], [-1.314, -0.318, 0.609], [0.572, 0.128, -0.421], [-3.869, 0.185, 1.779], [1.700, -0.631, 3.093], [1.635, -0.771, -0.944], [3.526, 0.308, -1.558], [-0.801, -0.013, -2.477]],
  "mulliken_charge": [0.64, 1.25, -0.58, -0.42, -0.48, -0.52, -0.53, 0.28, 0.34],
  "gap_ev": 11.9,
  "multiplicity": 1,
  "total_charge": 0,
  "e_above_lowest_kcal_mol": 9.9
}


# 4
{
  "formula": "C17H25ClN2Tc",
  "method": "ωB97M-V/def2-TZVPD",
  "species": ["C", "C", "C", "C", "Cl", "H", "H", "H", "H", "H", "H", "H", "H", "H", "C", "C", "C", "H", "C", "C", "H", "H", "H", "H", "C", "C", "C", "H", "C", "C", "H", "H", "H", "H", "Tc", "C", "N", "C", "C", "N", "H", "H", "H", "H", "H", "H"],
  "xyz": [[0.48799, 1.19644, -3.49250], [1.72020, 1.53198, -4.32497], [0.21672, -0.29194, -3.71433], [-0.78945, 1.88240, -3.97033], [0.84912, 1.69218, -1.86843], [0.25601, -0.51058, -4.79152], [-0.77981, -0.57709, -3.37937], [0.94338, -0.92100, -3.21695], [1.52280, 1.32210, -5.38468], [2.54963, 0.90894, -3.95683], [1.97119, 2.58341, -4.18155], [-0.85133, 1.74738, -5.05657], [-0.78419, 2.94351, -3.72268], [-1.67816, 1.41682, -3.51917], [1.92187, -1.30132, 1.28952], [0.74231, -2.03863, 0.85394], [0.73150, -1.97179, -0.61389], [0.25090, -2.83924, 1.42580], [1.91684, -1.25249, -1.00147], [2.62409, -0.86208, 0.15169], [3.57427, -0.32202, 0.14726], [2.28298, -1.20186, 2.31255], [0.17539, -2.62817, -1.29850], [2.33386, -1.15945, -1.99711], [-2.49491, 0.28878, 0.94662], [-2.30385, -1.11823, 1.24686], [-2.11285, -1.81441, -0.00341], [-2.42695, -1.57736, 2.21557], [-2.13399, -0.84105, -1.05701], [-2.38523, 0.45294, -0.47306], [-2.48220, 1.38744, -1.02763], [-2.74427, 1.08824, 1.63647], [-1.99403, -2.88039, -0.15146], [-2.08056, -1.02854, -2.11992], [-0.51705, -0.44718, 0.34904], [1.24414, -0.01551, 5.07293], [0.09999, 0.63698, 4.38851], [-0.89624, 1.33333, 5.22285], [-0.02738, 0.55739, 3.11181], [-0.04778, 0.62910, 1.92588], [1.08660, 0.03713, 6.15149], [2.18398, 0.48111, 4.81210], [1.31790, -1.06560, 4.77342], [-0.97385, 2.38218, 4.92560], [-1.89078, 0.89914, 5.08625], [-0.60877, 1.26698, 6.27715]],
  "atomic_forces_ev_per_a": [[-0.887, -0.968, -2.725], [0.043, 0.246, 0.224], [0.046, -0.356, 0.289], [0.123, 0.419, 0.000], [-0.128, -0.154, 2.121], [0.024, 0.172, 0.348], [0.127, 0.014, -0.012], [0.028, -0.129, -0.200], [0.161, 0.103, 0.317], [-0.095, 0.274, -0.329], [0.170, -0.042, -0.236], [-0.127, 0.146, 0.217], [-0.057, 0.040, -0.202], [0.227, 0.180, -0.073], [1.190, -0.350, -0.804], [-0.018, -1.177, -0.193], [0.995, -0.773, -0.114], [0.455, 0.367, -0.288], [-0.566, -0.540, 0.365], [-0.306, 0.158, 1.390], [-0.444, -0.186, 0.066], [-0.291, 0.045, -0.302], [0.367, 0.358, 0.518], [-0.344, 0.174, 0.147], [-0.927, -0.516, -1.090], [-1.332, 0.019, -0.784], [-1.251, 0.198, -0.270], [0.284, -0.026, 0.036], [-1.135, -0.018, 0.462], [-0.724, -0.503, 0.315], [0.214, -0.277, 0.271], [0.329, -0.217, -0.031], [0.036, 0.121, 0.177], [0.174, -0.137, 0.234], [2.294, 2.149, -1.824], [0.563, -0.306, -0.304], [0.014, -0.407, 0.235], [-0.872, 0.476, -0.096], [0.484, 1.087, -0.968], [1.091, 0.351, 3.348], [-0.025, 0.017, -0.293], [-0.212, 0.059, 0.105], [-0.119, 0.157, 0.125], [0.234, -0.077, 0.118], [0.196, -0.139, 0.145], [-0.012, -0.032, -0.433]],
  "mulliken_charge": [1.43, -1.57, -1.21, -1.61, -0.10, 0.51, -0.07, 0.19, 0.40, 0.36, 0.42, 0.40, 0.43, 0.30, -0.60, -0.02, -0.49, 0.55, -0.53, -0.65, 0.48, 0.58, 0.57, 0.68, -0.93, 0.14, -1.03, 0.51, -0.05, -0.05, 0.48, 0.54, 0.53, 0.68, 0.50, -0.79, 0.03, -0.76, 0.49, -0.65, 0.30, 0.34, 0.33, 0.34, 0.32, 0.29],
  "gap_ev": [6.8, 7.3],
  "multiplicity": 4,
  "total_charge": 2
}


# 5
{
  "formula": "C7H11B",
  "method": "ωB97M-V/def2-TZVPD",
  "species": ["C", "B", "C", "C", "C", "C", "C", "C", "H", "H", "H", "H", "H", "H", "H", "H", "H", "H", "H"],
  "xyz": [[2.89174, 0.31361, -0.23111], [1.56954, -0.41496, 0.21366], [1.02511, -1.63619, -0.57178], [-0.69916, -1.25517, 0.08005], [-1.50746, -0.08851, -0.32217], [-2.97746, 0.07898, 0.01341], [-0.70085, -0.14573, 1.01199], [0.70058, 0.28684, 1.27213], [3.91507, -0.15378, -0.13195], [2.84888, 1.26706, 0.39589], [2.79237, 0.39893, -1.37011], [1.12572, -2.61327, -1.13309], [-1.17291, 0.38900, -1.20135], [-3.69578, -0.45256, -0.66412], [-3.32888, 1.15237, 0.02982], [-3.25929, -0.40185, 0.97709], [-1.29810, -0.21252, 1.89649], [0.80769, 0.03572, 2.29866], [0.72913, 1.31109, 1.16139]],
  "atomic_forces_ev_per_a": [[0.643, 0.569, -0.497], [2.071, -2.134, -1.212], [-4.668, 0.752, 2.655], [3.223, -1.323, -2.220], [-1.052, -0.611, 1.464], [-1.949, -0.347, -0.162], [0.590, -0.595, -0.318], [-1.583, -1.428, -0.480], [-1.231, 0.162, 0.269], [0.632, -0.748, -1.577], [0.174, 0.758, 1.476], [-0.031, 1.743, 0.628], [0.388, 0.757, -0.751], [0.881, 0.469, -0.039], [0.684, -1.047, 0.073], [0.540, 0.546, -0.374], [-0.835, 0.062, 0.095], [1.002, -0.120, 1.009], [0.523, 2.534, -0.040]],
  "mulliken_charge": [-0.82, 0.07, -0.38, 0.04, 0.32, -1.34, -0.41, -1.10, 0.29, 0.22, 0.25, 0.39, 0.40, 0.34, 0.31, 0.30, 0.36, 0.35, 0.43],
  "gap_ev": [8.4, 6.9],
  "multiplicity": 1,
  "total_charge": 0,
  "e_above_lowest_kcal_mol": 92.4,
  "smiles": "CB1C=C2[C@@H](C)[C@@H]2C1"
}